# C26H62FInNO10

A molecular structure, C26H62FInNO10 in a non-equilibrium geometry (ωB97M-V/def2-TZVPD, the Open Molecules 2025 dataset).

Its relative energy (zero: lowest compared OMol25 entry of this formula, charge and spin) is 31.08 kcal/mol. For the strongest force on any atom, the calculation gives 3.26 eV/A. The calculation puts the calculated total energy at -57821.8255 eV. The total charge is -1.

Last column: Mulliken charge in e.
Element x y z (Å)
C -0.7659 1.4161 -1.6943  -1.181
C -0.6370 1.0018 -0.1838  0.594
C -0.1079 -0.4439 -0.0183  0.078
O 1.0678 -0.6233 -0.1659  -0.404
O -0.9050 -1.5516 0.2429  -0.366
C -1.4642 -1.4655 1.5781  1.140
C -0.4660 -1.8653 2.7211  -1.036
In 0.6880 -0.1795 3.6406  1.085
F 2.4563 0.1018 2.5467  -0.759
C -0.3991 1.7868 3.7689  -0.039
C 0.2506 3.0277 4.1914  -0.342
C -0.3750 4.3109 4.2932  -0.294
N -1.6710 4.4851 3.9512  -0.636
C -2.3093 3.3713 3.5584  -0.007
C -1.8334 2.0151 3.4441  -0.140
H -0.7063 2.5264 -1.8163  0.302
H 0.0685 0.9687 -2.2773  0.275
H -1.7433 1.1083 -2.1332  0.323
H 0.0430 1.7411 0.3076  0.310
H -1.6337 1.1685 0.3061  -0.261
H -2.3965 -2.0827 1.6810  -0.296
H -1.7743 -0.4044 1.7340  -0.610
H -0.9568 -2.4869 3.5131  0.376
H 0.2987 -2.5437 2.2453  0.029
H 1.1717 -0.6445 5.2948  -0.352
H 1.3226 2.9610 4.4884  0.276
H 0.2083 5.1854 4.6556  0.310
H -3.3959 3.5288 3.2707  0.163
H -2.4803 1.1695 3.1318  0.376
C -4.5586 3.6502 -0.2544  -1.104
C -5.3197 2.6008 0.5333  -0.230
O -5.1138 2.7850 1.9299  -0.535
H -3.4913 3.5948 -0.0318  0.238
H -4.7026 3.5142 -1.3285  0.363
H -4.8909 4.6554 0.0195  0.392
H -4.9706 1.6008 0.2736  0.275
H -6.3936 2.6578 0.3223  0.269
H -5.4318 3.6655 2.1605  0.287
C -5.9263 -3.6145 2.2875  -0.871
C -4.7438 -4.0875 3.1040  -0.221
O -4.0713 -2.9631 3.6611  -0.431
H -5.5969 -2.9459 1.4893  0.222
H -6.4614 -4.4564 1.8423  0.371
H -6.6241 -3.0475 2.9104  0.218
H -4.0372 -4.6322 2.4768  0.182
H -5.0627 -4.7493 3.9164  0.316
H -4.7026 -2.4957 4.2195  0.256
C 3.7210 1.4028 -3.0619  -0.610
C 2.8742 1.9914 -4.1733  -0.217
O 1.7746 2.7214 -3.6273  -0.506
H 3.1215 0.7416 -2.4326  0.188
H 4.5584 0.8377 -3.4679  0.175
H 4.1117 2.1933 -2.4131  0.279
H 2.4690 1.2003 -4.8043  0.291
H 3.4677 2.6644 -4.8022  0.180
H 2.1348 3.4253 -3.0768  0.285
C 3.6683 -3.8735 0.0973  -0.659
C 4.7256 -2.7891 0.0281  -0.420
O 4.1981 -1.6509 -0.6309  -0.385
H 3.3354 -4.1443 -0.9075  0.262
H 4.0500 -4.7685 0.5964  0.382
H 2.7895 -3.5162 0.6394  0.035
H 5.5965 -3.1326 -0.5343  0.268
H 5.0558 -2.5008 1.0320  0.283
H 3.4325 -1.3545 -0.1171  0.249
C 7.7831 -0.1570 -4.8454  -0.941
C 6.9295 0.4386 -5.9504  -0.222
O 5.8421 1.1652 -5.4003  -0.403
H 7.1855 -0.8189 -4.2158  0.217
H 8.6201 -0.7249 -5.2593  0.389
H 8.1793 0.6293 -4.1973  0.235
H 6.5187 -0.3504 -6.5824  0.280
H 7.5231 1.1124 -6.5800  0.264
H 6.2103 1.8723 -4.8451  0.243
C 7.1955 4.8195 -2.2949  -1.118
C 7.5100 4.3503 -3.7021  -0.209
O 6.4149 3.6103 -4.2372  -0.517
H 6.9817 3.9679 -1.6467  0.295
H 8.0316 5.3814 -1.8743  0.358
H 6.3071 5.4566 -2.2895  0.327
H 8.3837 3.6978 -3.7008  0.306
H 7.7152 5.2010 -4.3596  0.259
H 5.6450 4.1905 -4.2467  0.202
C -8.5458 0.1122 1.9244  -0.845
C -9.5498 -0.7610 2.6571  -0.379
O -8.8979 -1.4915 3.6875  -0.506
H -7.7530 -0.5024 1.4938  0.203
H -9.0277 0.6775 1.1237  0.348
H -8.0667 0.8146 2.6115  0.306
H -10.0039 -1.4766 1.9710  0.288
H -10.3474 -0.1569 3.1027  0.291
H -8.5060 -0.8535 4.2947  0.295
C 0.4724 -5.9022 0.3681  -0.363
C -0.6078 -6.0769 -0.6814  -0.317
O -1.9000 -5.9551 -0.0936  -0.515
H 0.3631 -6.6481 1.1585  0.290
H 1.4657 -5.9999 -0.0748  0.260
H 0.3950 -4.9204 0.8422  -0.158
H -0.5417 -7.0654 -1.1386  0.311
H -0.5079 -5.3241 -1.4700  0.255
H -1.9567 -5.0758 0.2997  0.278

=====

# C26H63B2O17

5 unconnected molecules or ions with the total composition C26H63B2O17 in a non-equilibrium geometry (ωB97M-V/def2-TZVPD, the Open Molecules 2025 dataset).

For the strongest force on any atom, the calculation gives 3.52 eV/A. The calculation puts the calculated total energy at -64138.5553 eV. The total charge is -1.

Last column: Mulliken charge in e.
Element x y z (Å)
O 8.8381 0.6178 -2.7291  -0.584
B 7.9736 1.8347 -2.8759  0.573
O 8.3868 3.1997 -2.4954  -0.580
C 6.4493 1.5449 -3.4801  0.438
O 6.4882 0.4091 -4.4462  -0.587
C 6.0197 2.9107 -4.3429  -0.309
O 5.0237 3.4434 -3.3990  -0.713
B 4.3454 2.2404 -2.8573  1.414
O 5.4407 1.3173 -2.3925  -0.690
H 9.7042 0.7483 -3.2183  0.261
H 8.7734 3.7146 -3.2636  0.297
H 6.0811 -0.3738 -3.9705  0.251
H 5.5760 2.4250 -5.3162  0.082
H 6.9398 3.5803 -4.6539  0.243
H 3.5435 2.5822 -2.0688  -0.354
H 3.9000 1.7171 -3.8297  -0.590
C 4.4132 -2.8367 -3.9998  -0.829
O 3.5871 -2.7714 -2.8468  -0.348
C 3.3905 -1.4450 -2.3641  0.033
C 1.9084 -1.1579 -2.0818  -0.323
O 1.0532 -1.1300 -3.2299  -0.404
C 0.8267 -2.3760 -3.9014  -0.294
C 0.0797 -3.4394 -3.0921  -0.608
O 0.8936 -3.9510 -2.0441  -0.312
C 0.2127 -4.1002 -0.8067  -0.824
H 5.4649 -2.8247 -3.7057  0.299
H 4.2014 -3.7765 -4.5149  0.250
H 4.2028 -2.0177 -4.6989  0.393
H 3.7701 -0.7010 -3.0689  -0.135
H 3.9555 -1.3539 -1.4305  0.322
H 1.8494 -0.1524 -1.6487  0.520
H 1.5087 -1.8252 -1.3193  -0.019
H 1.7602 -2.7625 -4.3108  0.073
H 0.2053 -2.1256 -4.7709  0.457
H -0.1773 -4.2862 -3.7425  0.403
H -0.8516 -3.0089 -2.7065  0.312
H -0.4960 -3.2887 -0.6264  0.335
H 0.9507 -4.0867 -0.0060  0.278
H -0.3075 -5.0652 -0.7898  0.369
C 0.7500 1.2870 -5.3916  -0.899
O 0.9652 2.5121 -6.0764  -0.403
C 2.3421 2.8007 -6.3038  -0.331
C 2.6006 3.2230 -7.7576  -0.292
O 2.3977 2.2050 -8.7439  -0.501
C 1.0485 1.7735 -8.9636  -0.204
C 0.0988 2.8299 -9.5343  -0.524
O -0.1932 3.8317 -8.5678  -0.258
C -0.1685 5.1545 -9.0842  -0.841
H 0.8607 1.4373 -4.3155  0.347
H -0.2710 0.9583 -5.5989  0.378
H 1.4314 0.5005 -5.7394  0.391
H 2.9769 1.9443 -6.0628  0.150
H 2.6130 3.6274 -5.6387  0.321
H 3.6598 3.4960 -7.8328  0.444
H 2.0500 4.1264 -8.0168  0.080
H 0.6449 1.3131 -8.0616  -0.028
H 1.1219 0.9629 -9.7001  0.428
H -0.8550 2.3601 -9.8088  0.393
H 0.5420 3.2598 -10.4398  0.334
H 0.6268 5.2944 -9.8198  0.393
H 0.0123 5.8410 -8.2583  0.237
H -1.1412 5.3904 -9.5316  0.293
C -4.9671 -4.7878 3.8378  -0.899
O -4.0598 -3.7997 4.3033  -0.249
C -2.7127 -4.2581 4.3811  -0.522
C -1.7367 -3.2630 3.7362  -0.240
O -1.8601 -3.1048 2.3184  -0.392
C -3.0485 -2.4636 1.8375  -0.280
C -3.2209 -0.9971 2.2418  -0.612
O -3.5077 -0.8788 3.6297  -0.257
C -2.7945 0.1642 4.2783  -0.604
H -5.2709 -5.4336 4.6645  0.298
H -5.8501 -4.2783 3.4451  0.243
H -4.5368 -5.3855 3.0245  0.402
H -2.5928 -5.2347 3.9053  0.350
H -2.4672 -4.3608 5.4433  0.373
H -0.7238 -3.6492 3.9002  0.425
H -1.7619 -2.2955 4.2358  0.010
H -3.9283 -3.0570 2.0870  0.048
H -2.9712 -2.4976 0.7431  0.433
H -4.0706 -0.5614 1.6994  0.410
H -2.3176 -0.4402 1.9674  0.343
H -1.7732 0.2598 3.9026  0.391
H -2.7420 -0.0666 5.3412  -0.010
H -3.3333 1.1103 4.1496  0.311
C -3.8197 2.8254 11.6023  -0.828
O -4.6495 2.0486 10.7513  -0.283
C -5.0608 2.7399 9.5748  -0.540
C -4.8588 1.8853 8.3149  -0.238
O -3.4983 1.6024 7.9697  -0.463
C -2.7740 0.7292 8.8459  -0.355
C -3.2891 -0.7104 8.9222  -0.251
O -4.5357 -0.7729 9.6040  -0.288
C -5.4891 -1.6238 8.9842  -0.801
H -4.4342 3.4681 12.2364  0.303
H -3.2521 2.1415 12.2376  0.238
H -3.1003 3.4266 11.0323  0.388
H -4.5234 3.6840 9.4554  0.350
H -6.1268 2.9630 9.6873  0.369
H -5.2630 2.4537 7.4689  0.428
H -5.4454 0.9683 8.3539  0.060
H -2.6791 1.1768 9.8355  0.100
H -1.7549 0.6944 8.4398  0.454
H -2.5803 -1.3272 9.4906  0.412
H -3.3628 -1.1198 7.9081  0.071
H -5.4439 -1.5673 7.8942  0.360
H -6.4835 -1.3086 9.2966  0.244
H -5.3269 -2.6564 9.3148  0.291

=====

no.,orbital gap (eV),HOMO (eV)
1,7.35,-5.29
2,6.29,-4.43